1.
Density functional theory data (ωB97M-V with the def2-TZVPD basis set) for a cluster of 2 separate species, F2O3S in total.

Calculated values
DFT total energy: -22405.3540 eV
frontier orbital gap (alpha / beta): 7.864 / 7.858 eV
E_LUMO (alpha / beta): -0.1408 / -0.1408 Eh
strongest force on any atom: 3.58 eV/A
highest occupied orbital energy (alpha / beta): -0.4298 / -0.4296 Ha

ORCA input file:
```
! RIJCOSX wB97M-V def2-TZVPD def2/J DEFGRID3
* xyz 0 1
O -1.3462 -0.6047 0.6161
O -0.1370 -1.3838 -1.4153
O 0.8049 1.5421 0.1440
F -0.3417 2.2597 0.1587
F 1.1906 -1.1380 0.6660
S -0.1706 -0.6754 -0.1694
*
```



2.
Density functional theory data (ωB97M-V with the def2-TZVPD basis set) for a structure of composition C17H26IMoN3SbSe4Si2.

Calculated values
DFT total energy: -316153.9142 eV
frontier orbital gap: 6.312 eV
E_LUMO: -0.1883 Eh
strongest force on any atom: 0.96 eV/A
highest occupied orbital energy: -0.4203 Ha

ORCA input file:
```
! RIJCOSX wB97M-V def2-TZVPD def2/J DEFGRID3
* xyz 1 1
Mo -0.1719 -0.6559 1.1965
C -1.3348 2.6341 2.1461
Si 0.4691 2.6156 1.6174
C 1.6235 2.5574 3.1091
C 0.7976 3.9847 0.3854
N 0.6631 0.9980 0.8229
C 1.8528 0.4469 0.3624
C 3.1021 1.0765 0.4709
C 4.2363 0.4732 -0.0154
C 4.1762 -0.8063 -0.5774
C 2.9776 -1.4720 -0.6608
C 1.7892 -0.8555 -0.2440
N 0.5378 -1.4501 -0.3540
Si -0.0404 -2.9745 -1.1469
C -1.6020 -2.4140 -2.0241
C -0.3985 -4.1153 0.3116
C 1.1505 -3.7892 -2.3404
H -1.6097 3.6557 2.4252
H -1.5368 2.0051 3.0152
H -1.9990 2.3342 1.3329
H 1.1397 2.9774 3.9917
H 2.5402 3.1256 2.9367
H 1.9123 1.5319 3.3480
H 0.9106 4.9255 0.9301
H -0.0467 4.0990 -0.2962
H 1.6962 3.8312 -0.2135
H 3.1590 2.0639 0.9083
H 5.1829 0.9931 0.0419
H 5.0732 -1.2751 -0.9581
H 2.9341 -2.4686 -1.0749
H -2.3444 -2.0109 -1.3349
H -2.0552 -3.2635 -2.5412
H -1.3812 -1.6475 -2.7700
H -1.3341 -3.8626 0.8128
H 0.4010 -4.0992 1.0547
H -0.4909 -5.1496 -0.0309
H 1.5672 -3.0929 -3.0699
H 0.5817 -4.5442 -2.8879
H 1.9697 -4.3041 -1.8367
Se -1.1356 0.0754 5.6695
Sb -1.0690 -1.9020 4.3638
Se 1.1830 -1.5588 2.8485
Se -2.3091 -0.9762 1.8332
Se -1.4989 -4.2299 4.2265
I 0.5862 1.3825 -2.7355
C -1.4914 1.4129 -2.3704
C -2.3061 1.9636 -3.3484
C -3.6739 1.9566 -3.1311
C -4.1579 1.4096 -1.9538
C -3.2510 0.9006 -1.0425
N -1.9287 0.8978 -1.2311
H -1.8790 2.3741 -4.2513
H -4.3469 2.3736 -3.8683
H -5.2173 1.3645 -1.7442
H -3.6024 0.4775 -0.1074
*
```



3.
Density functional theory data (ωB97M-V with the def2-TZVPD basis set) for a structure of composition C24H43AuClP2.

Calculated values
DFT total energy: -60364.3266 eV
frontier orbital gap (alpha / beta): 5.863 / 5.023 eV
E_LUMO (alpha / beta): -0.1048 / -0.1352 Eh
strongest force on any atom: 3.32 eV/A
highest occupied orbital energy (alpha / beta): -0.3203 / -0.3198 Ha

ORCA input file:
```
! RIJCOSX wB97M-V def2-TZVPD def2/J DEFGRID3
* xyz 1 3
Au -0.0375 -0.1336 -1.4266
C -0.8971 -1.5636 0.8230
C 0.4184 -1.7113 0.1548
C 0.6788 -0.5463 2.1604
C -0.7213 -0.8114 1.9832
C 1.3803 -1.1270 1.1064
C -2.1679 -2.1997 0.4137
H -2.1158 -2.6436 -0.5819
H -2.9984 -1.4824 0.4170
H -2.4328 -3.0035 1.1154
C -1.7680 -0.4232 2.9617
H -2.7648 -0.4318 2.5122
H -1.5907 0.5793 3.3671
H -1.7813 -1.1176 3.8121
C 1.2633 0.1777 3.3180
H 1.2809 -0.4410 4.2256
H 0.6784 1.0767 3.5474
H 2.2906 0.4883 3.1107
C 2.8525 -1.2446 1.0287
H 3.2347 -2.0255 1.7086
H 3.3461 -0.3084 1.3180
H 3.1947 -1.4982 0.0211
C 0.8073 -2.9014 -0.6616
H 1.0303 -3.7557 -0.0107
H 1.7030 -2.6926 -1.2549
H 0.0147 -3.1948 -1.3542
C -1.4271 1.9185 -5.7002
C -1.9832 0.5607 -5.6188
C -1.4878 -0.5284 -6.5916
C 0.0239 -0.5391 -6.8681
C 0.9077 -0.0865 -5.7430
C 1.4741 1.1548 -5.7172
C 0.9884 2.3641 -6.4855
C -0.5362 2.3868 -6.7670
H -2.0064 -0.4288 -7.5579
H 0.2299 0.0097 -7.7986
H -1.7839 -1.5137 -6.2111
H -0.7259 1.8546 -7.7071
H -1.9394 2.7218 -5.1468
H -3.0815 0.5503 -5.6266
H -0.8262 3.4366 -6.9543
H 1.2662 3.2835 -5.9515
H 2.4678 1.3360 -5.2958
H 1.5332 2.4246 -7.4396
H 0.2844 -1.5880 -7.0892
H 1.3828 -0.9124 -5.2104
P -1.5207 0.3920 -3.8862
C -2.9940 1.1161 -3.1073
C -1.6092 -1.4090 -3.6182
P 1.4783 1.2169 -2.5757
C -0.1289 1.5838 -3.4619
C 2.7157 -0.0165 -3.1088
C 2.2804 2.7564 -2.0913
H -2.7110 1.7893 -2.2967
H -3.6110 0.3108 -2.6822
H -3.5884 1.6738 -3.8427
H -0.8333 -1.9715 -4.1625
H -2.5953 -1.7897 -3.9193
H -1.4835 -1.6364 -2.5439
H 2.4628 3.3845 -2.9822
H 3.2516 2.5264 -1.6195
H 1.6625 3.3122 -1.3708
H -0.6238 2.4913 -3.0712
H 0.3680 1.9076 -4.4033
H 3.3513 -0.2338 -2.2260
H 3.3519 0.3344 -3.9359
H 2.2130 -0.9551 -3.3976
Cl -2.1258 1.7060 0.3110
C -0.5158 1.6992 -0.3782
H 0.2196 1.7301 0.4283
H -0.4543 2.5632 -1.0437
*
```



4.
Density functional theory data (ωB97M-V with the def2-TZVPD basis set) for a cluster of 2 separate species, C4H11NO6S in total.

Calculated values
DFT total energy: -28934.5730 eV
frontier orbital gap (alpha / beta): 7.951 / 7.950 eV
E_LUMO (alpha / beta): -0.0240 / -0.0240 Eh
strongest force on any atom: 4.54 eV/A
highest occupied orbital energy (alpha / beta): -0.3162 / -0.3162 Ha

ORCA input file:
```
! RIJCOSX wB97M-V def2-TZVPD def2/J DEFGRID3
* xyz 0 1
C 0.0378 0.1453 -1.7892
C 2.4642 0.3454 0.1558
C 0.2076 -0.3526 -0.4521
C -0.9054 -1.3972 -0.1914
N 1.3010 -0.4880 0.3235
O -0.3635 2.8630 0.1847
O -2.2246 1.4743 0.7754
O -0.3857 2.0068 2.5273
O -0.6094 -2.4598 -1.0192
O -2.2188 -0.8850 -0.4923
O -0.8935 -1.8431 1.1452
S -0.8030 1.6413 0.9002
H -0.5769 1.1218 -1.7874
H 1.0159 0.3346 -2.1527
H -0.4072 -0.6177 -2.4851
H 2.6274 1.0187 0.9816
H 3.3797 -0.3796 -0.0233
H 2.1524 0.8946 -0.7823
H 1.3694 -1.1280 1.0634
H -0.0114 2.8722 2.3571
H -1.1707 -3.1957 -0.8777
H -2.2516 -0.0386 0.0823
H -1.7334 -1.9326 1.5562
*
```



5.
Density functional theory data (ωB97M-V with the def2-TZVPD basis set) for an isolated molecule of C6H7N.

Calculated values
DFT total energy: -7820.5132 eV
frontier orbital gap: 9.472 eV
E_LUMO: 0.0339 Eh
SMILES: C=C1N=C1C1CC1
strongest force on any atom: 7.52 eV/A
highest occupied orbital energy: -0.3142 Ha

ORCA input file:
```
! RIJCOSX wB97M-V def2-TZVPD def2/J DEFGRID3
* xyz 0 1
C 0.4703 1.7827 0.7998
C 0.2377 0.3898 0.3068
C 0.3756 3.1106 0.7102
C 0.3863 -2.0949 -0.6255
C -1.0301 -1.7772 -0.2492
C -0.0791 -0.5939 -0.6386
N 0.3832 0.6107 1.5845
H 0.5434 3.8444 1.4424
H 0.5214 3.7702 -0.1744
H 1.0440 -2.3078 0.3609
H 0.6722 -2.5942 -1.4370
H -1.8159 -1.8588 -1.0446
H -1.3451 -1.9229 0.6797
H -0.3639 -0.3586 -1.7152
*
```



6.
Density functional theory data (ωB97M-V with the def2-TZVPD basis set) for a structure of composition CH5FN2.

Calculated values
DFT total energy: -6811.0715 eV
frontier orbital gap: 10.537 eV
E_LUMO: 0.0335 Eh
strongest force on any atom: 6.41 eV/A
highest occupied orbital energy: -0.3537 Ha

ORCA input file:
```
! RIJCOSX wB97M-V def2-TZVPD def2/J DEFGRID3
* xyz 0 1
C -0.8897 0.3845 0.1575
N 0.0931 -0.6710 0.3086
N 1.2485 -0.5524 -0.2580
F 1.9336 0.7383 -0.0276
H -0.2499 1.3613 0.5053
H -1.2393 0.3746 -0.8177
H -1.8340 0.1884 0.6756
H 0.0569 -1.3491 1.0310
H 0.8808 -0.4746 -1.5747
*
```



7.
Density functional theory data (ωB97M-V with the def2-TZVPD basis set) for a cluster of 2 separate species, C7H4Cl2O2S in total.

Calculated values
DFT total energy: -47290.7721 eV
frontier orbital gap (alpha / beta): 7.285 / 7.022 eV
E_LUMO (alpha / beta): -0.0766 / -0.0730 Eh
strongest force on any atom: 4.82 eV/A
highest occupied orbital energy (alpha / beta): -0.3443 / -0.3311 Ha

ORCA input file:
```
! RIJCOSX wB97M-V def2-TZVPD def2/J DEFGRID3
* xyz 0 1
C 2.4159 -0.3934 -0.1659
C 1.0665 -0.6317 -0.2204
C 2.7789 0.8545 0.0276
C 0.2404 0.4313 -0.0321
C 1.8594 1.8527 0.1271
C 0.4296 1.7439 0.3345
C -2.2094 -0.0376 -0.1357
O -3.2745 -2.1785 1.0244
O -1.9416 -2.5558 -0.9934
S -2.8396 -1.7203 -0.2556
Cl -0.6340 2.9458 0.9438
Cl -3.0404 0.9059 1.0207
H 3.1484 -1.0862 -0.5141
H 0.6424 -1.7030 -0.2030
H 3.8083 1.1593 0.1402
H -2.4503 0.4130 -1.0980
*
```



8.
Density functional theory data (ωB97M-V with the def2-TZVPD basis set) for a cluster of 2 separate species, C4H7ClN2S2 in total.

Calculated values
DFT total energy: -41430.6378 eV
frontier orbital gap (alpha / beta): 7.341 / 7.657 eV
E_LUMO (alpha / beta): 0.0000 / -0.0209 Eh
strongest force on any atom: 1.73 eV/A
highest occupied orbital energy (alpha / beta): -0.2698 / -0.3023 Ha

ORCA input file:
```
! RIJCOSX wB97M-V def2-TZVPD def2/J DEFGRID3
* xyz 0 1
C 2.2528 1.0281 1.3537
C 0.4325 0.3299 -0.1454
C -0.8754 0.6130 -2.5065
C -2.1262 -2.1596 1.5281
N 2.2243 1.5805 0.0541
N 1.2725 1.1852 -0.6821
S 0.8095 -0.1262 1.5182
S -0.9227 -0.3431 -0.9604
Cl -0.6593 -2.9498 1.5623
H 3.1776 0.4682 1.5284
H 2.1660 1.8081 2.1185
H -0.5803 1.6315 -2.2730
H -1.8753 0.5759 -2.9267
H -0.1619 0.1552 -3.1854
H -2.6666 -2.1345 0.6033
H -2.4674 -1.6623 2.4129
*
```



9.
Density functional theory data (ωB97M-V with the def2-TZVPD basis set) for a cluster of 2 separate species, C4H11NP in total.

Calculated values
DFT total energy: -15092.7355 eV
frontier orbital gap (alpha / beta): 8.084 / 8.371 eV
E_LUMO (alpha / beta): -0.1651 / -0.1424 Eh
strongest force on any atom: 4.13 eV/A
highest occupied orbital energy (alpha / beta): -0.4622 / -0.4500 Ha

ORCA input file:
```
! RIJCOSX wB97M-V def2-TZVPD def2/J DEFGRID3
* xyz 1 1
C -0.1279 -1.4607 -0.4007
C -1.4207 -0.9463 -1.1508
C 0.4020 -0.0824 -0.4604
C 0.5702 1.0397 1.9395
N -0.8898 0.4651 -0.9286
P 1.9141 0.4153 -1.2908
H -0.3280 -1.9214 0.5828
H 0.4590 -2.0960 -1.1020
H -1.4587 -1.3447 -2.0972
H -2.3567 -1.0748 -0.6960
H -0.4431 0.9988 2.0127
H 0.9608 2.0080 1.4773
H 1.1859 0.5809 2.6707
H -0.9483 1.1048 -1.7331
H -1.2144 0.6589 0.0139
H 2.9627 -0.1864 -0.4621
H 1.7444 1.8425 -0.9198
*
```



10.
Density functional theory data (ωB97M-V with the def2-TZVPD basis set) for a structure of composition C4H6O2.

Calculated values
DFT total energy: -8336.6165 eV
frontier orbital gap: 9.343 eV
E_LUMO: 0.0164 Eh
strongest force on any atom: 1.21 eV/A
highest occupied orbital energy: -0.3269 Ha

ORCA input file:
```
! RIJCOSX wB97M-V def2-TZVPD def2/J DEFGRID3
* xyz 0 1
O 0.4521 -1.0778 -1.4171
C 0.2612 0.1230 -0.8057
C -1.0858 0.6353 -0.4723
C -0.6363 0.0605 0.8002
O 1.1851 -1.0312 1.5156
C 0.7691 0.0750 1.1520
H 0.8700 -1.6728 -0.7768
H 0.9974 0.8921 -1.1302
H -1.1510 1.7068 -0.4593
H -1.9083 0.1005 -0.9336
H -1.1006 -0.8314 1.2638
H 1.3470 1.0200 1.2633
*
```